1.
# C38H57Cl2F2P3SiY

A molecular structure, C38H57Cl2F2P3SiY (ωB97M-V/def2-TZVPD, the Open Molecules 2025 dataset).

Geometry as XYZ:
```
104
Properties=species:S:1:pos:R:3
Y -1.613 -0.133 -0.472
C -2.021 1.983 5.116
C -1.977 1.908 3.539
C -1.408 3.242 3.023
P -1.126 0.498 2.640
C -2.033 -1.028 3.342
C -2.903 -1.687 2.203
C -1.068 -2.009 4.047
C 0.587 0.661 3.257
C 1.056 0.922 4.599
C 2.398 1.258 4.821
C 3.354 1.243 3.807
C 2.901 1.001 2.497
C 1.583 0.594 2.231
Si 1.178 -0.272 0.622
C 2.307 0.567 -0.705
C 3.638 0.103 -0.878
C 4.566 0.679 -1.770
C 4.196 1.790 -2.536
C 2.852 2.277 -2.374
C 1.966 1.709 -1.486
P 0.271 2.358 -1.412
C -0.261 2.768 -3.097
C -1.742 2.999 -3.110
C 0.211 1.758 -4.124
C 0.534 4.163 -0.823
C 0.760 5.339 -1.803
C 1.568 4.164 0.312
C 1.786 -2.101 0.722
C 2.688 -2.472 1.704
C 3.195 -3.756 1.857
C 2.725 -4.757 1.040
C 1.777 -4.461 0.046
C 1.337 -3.155 -0.152
P -0.031 -2.797 -1.219
C -1.125 -4.305 -1.065
C -1.380 -4.794 0.379
C -2.493 -4.254 -1.726
C 0.649 -3.067 -2.886
C -0.262 -2.446 -4.005
C 2.091 -2.534 -2.964
H -2.871 2.612 5.399
H -1.096 2.421 5.448
H -2.099 0.995 5.601
H -3.009 1.783 3.213
H -0.386 3.392 3.403
H -2.030 4.074 3.405
H -1.292 3.263 1.928
H -2.714 -0.683 4.156
H -2.471 -2.589 1.811
H -3.001 -0.936 1.404
H -3.885 -1.933 2.569
H -0.174 -2.299 3.428
H -1.625 -2.960 4.239
H -0.774 -1.640 5.016
H 0.358 0.839 5.409
H 2.679 1.466 5.832
H 4.391 1.603 3.881
H 3.658 1.125 1.731
H 3.917 -0.824 -0.330
H 5.560 0.206 -1.785
H 4.883 2.214 -3.257
H 2.473 3.090 -3.025
H 0.207 3.709 -3.485
H -2.262 2.058 -2.855
H -2.132 3.387 -4.036
H -2.150 3.694 -2.354
H -0.098 0.727 -3.840
H 1.321 1.789 -4.225
H -0.323 2.050 -5.032
H -0.502 4.314 -0.470
H 1.710 5.302 -2.340
H 0.648 6.309 -1.278
H -0.071 5.426 -2.515
H 2.548 4.392 -0.057
H 1.562 3.198 0.811
H 1.369 4.930 1.059
H 3.114 -1.674 2.318
H 4.009 -3.859 2.582
H 3.150 -5.752 1.108
H 1.467 -5.215 -0.692
H -0.515 -5.109 -1.574
H -0.852 -5.743 0.608
H -2.478 -4.940 0.597
H -1.009 -4.127 1.154
H -3.143 -3.522 -1.245
H -3.038 -5.207 -1.569
H -2.465 -3.998 -2.796
H 0.692 -4.124 -3.137
H -0.838 -1.576 -3.646
H -0.893 -3.235 -4.449
H 0.391 -2.059 -4.825
H 2.129 -1.434 -2.765
H 2.475 -2.609 -3.955
H 2.758 -3.044 -2.281
F -5.048 0.831 0.384
C -3.832 1.514 0.216
F -4.081 2.283 -0.908
H -3.763 2.254 1.034
Cl -3.521 -0.667 -2.107
C -4.231 0.017 -3.815
Cl -5.843 0.641 -3.787
H -4.169 -0.890 -4.393
H -3.512 0.784 -4.115
```

The lowest unoccupied orbital energy comes out at -3.56 eV. The total charge is +1. The value obtained for the HOMO energy is -9.3 eV. As for the multiplicity: 1.

=====

2.
# C22H33Cl43NO4P2

15 unconnected molecules or ions with the total composition C22H33Cl43NO4P2 (ωB97M-V/def2-TZVPD, the Open Molecules 2025 dataset).

Geometry as XYZ:
```
105
Properties=species:S:1:pos:R:3
C 0.526 4.746 -4.905
C 1.664 4.623 -3.939
C 2.124 3.301 -3.115
P 3.352 2.107 -3.943
N 4.599 0.973 -4.507
C 4.231 3.469 -4.982
C 5.214 4.471 -4.156
O 4.692 5.152 -2.990
C 5.513 4.976 -1.783
O 6.832 5.179 -1.690
C 2.782 0.667 -2.793
O 2.533 -0.605 -3.485
C 2.004 -1.564 -2.460
P 1.920 1.618 -5.514
O 2.313 0.159 -6.397
Cl -0.008 1.072 -4.670
H 0.743 5.416 -5.868
H -0.503 4.201 -4.789
H 2.244 5.643 -3.719
H 1.100 2.806 -2.748
H 2.613 3.702 -2.100
H 4.295 2.456 -2.868
H 4.620 0.791 -5.521
H 5.556 1.327 -4.259
H 5.006 2.892 -5.693
H 3.530 3.987 -5.787
H 6.183 3.849 -3.841
H 5.628 5.304 -4.904
H 4.949 4.677 -0.776
H 3.685 0.447 -2.042
H 1.865 0.897 -2.120
H 1.887 -2.606 -3.007
H 2.754 -1.740 -1.572
H 0.931 -1.242 -2.066
H 2.988 0.343 -7.120
C 1.315 -2.645 0.998
Cl 0.520 -3.126 2.507
Cl 0.381 -3.200 -0.401
Cl 1.534 -0.888 0.944
H 2.301 -3.116 0.963
C -2.959 -4.739 -1.176
Cl -2.460 -6.432 -1.336
Cl -3.273 -4.030 -2.770
Cl -4.392 -4.607 -0.143
H -2.143 -4.182 -0.707
C 0.697 0.514 4.431
Cl -0.886 0.123 5.126
Cl 0.621 2.037 3.528
Cl 1.929 0.604 5.701
H 0.975 -0.284 3.737
C 5.143 1.653 -9.658
Cl 5.162 0.420 -8.385
Cl 4.669 0.939 -11.209
Cl 4.049 2.978 -9.223
H 6.152 2.058 -9.759
C -8.099 -3.948 -0.674
Cl -8.122 -3.459 1.029
Cl -9.020 -5.443 -0.905
Cl -8.743 -2.655 -1.701
H -7.062 -4.134 -0.965
C -0.893 -2.216 8.780
Cl -0.877 -0.444 8.813
Cl -0.194 -2.816 7.266
Cl -0.016 -2.872 10.173
H -1.931 -2.552 8.837
C -4.970 -9.320 0.719
Cl -4.955 -7.548 0.752
Cl -4.271 -9.920 -0.795
Cl -4.094 -9.976 2.112
H -6.009 -9.656 0.776
C 0.429 -8.612 0.125
Cl -0.366 -9.093 1.633
Cl -0.505 -9.167 -1.275
Cl 0.648 -6.854 0.070
H 1.415 -9.083 0.090
C 5.435 -0.271 4.744
Cl 6.846 -0.555 3.710
Cl 4.017 -1.120 4.107
Cl 5.770 -0.780 6.408
H 5.222 0.801 4.748
C -1.215 8.106 -2.874
Cl -0.116 8.060 -4.263
Cl -1.751 6.471 -2.451
Cl -0.432 8.883 -1.487
H -2.093 8.696 -3.149
C -11.679 -5.493 2.231
Cl -12.254 -7.142 1.930
Cl -13.046 -4.393 2.480
Cl -10.590 -5.459 3.628
H -11.122 -5.157 1.352
C -2.429 0.269 12.171
Cl -3.004 -1.380 11.871
Cl -3.796 1.368 12.420
Cl -1.340 0.302 13.569
H -1.872 0.605 11.293
C -5.592 9.700 -3.435
Cl -6.096 10.168 -5.068
Cl -4.491 8.314 -3.496
Cl -4.828 11.066 -2.605
H -6.482 9.409 -2.870
C 2.864 0.310 9.834
Cl 2.879 2.081 9.867
Cl 3.563 -0.290 8.320
Cl 3.740 -0.346 11.227
H 1.825 -0.027 9.891
```

The lowest unoccupied orbital energy comes out at 1.25 eV. The total charge is -1. The value obtained for the HOMO energy is -3.8 eV. As for the multiplicity: 1.

=====

3.
# C3H5ClS

A molecular structure, C3H5ClS (ωB97M-V/def2-TZVPD, the Open Molecules 2025 dataset).

Geometry as XYZ:
```
10
Properties=species:S:1:pos:R:3
C -0.467 1.199 -0.521
C 0.198 0.213 0.968
C 0.966 -0.973 0.531
S 0.777 1.862 0.576
Cl 1.831 -1.707 1.927
H -0.139 0.774 -1.453
H -1.484 1.517 -0.394
H -0.537 0.125 1.751
H 1.722 -0.708 -0.211
H 0.303 -1.755 0.152
```

The lowest unoccupied orbital energy comes out at 0.80 eV. The value obtained for the HOMO energy is -9.3 eV. As for the multiplicity: 1. The calculation puts the energy above the lowest of the compared OMol25 structures with the same formula, charge and spin at 20.80 kcal/mol.

=====

4.
# C3H5N3

A single C3H5N3 molecule (ωB97M-V/def2-TZVPD, the Open Molecules 2025 dataset).

Geometry as XYZ:
```
11
Properties=species:S:1:pos:R:3
N -1.852 0.168 -0.076
C -0.463 0.333 0.269
C 0.531 -0.782 0.232
C 1.668 -0.211 -0.177
N 1.466 1.171 -0.455
N 0.252 1.466 -0.346
H -2.229 -0.680 0.340
H -1.971 0.102 -1.079
H -0.408 0.903 1.221
H 0.359 -1.835 0.431
H 2.648 -0.633 -0.359
```

The lowest unoccupied orbital energy comes out at 0.22 eV. As for the SMILES: N[C@H]1C=CN=N1. The value obtained for the HOMO energy is -9.5 eV. As for the multiplicity: 1. The calculation puts the energy above the lowest of the compared OMol25 structures with the same formula, charge and spin at 54.20 kcal/mol.

=====

5.
# C12H24N6O6Tl

A molecular structure, C12H24N6O6Tl (ωB97M-V/def2-TZVPD, the Open Molecules 2025 dataset).

Geometry as XYZ:
```
49
Properties=species:S:1:pos:R:3
O -0.711 -0.648 -4.029
H -0.175 -0.277 -4.743
Tl 0.324 -0.053 -1.074
N -0.118 2.260 0.568
N 1.239 2.666 -1.563
N -1.542 -0.949 0.693
N -1.201 -2.255 -1.529
O -0.945 2.188 1.561
O -1.772 -0.302 1.869
O -1.016 -2.974 -2.698
O 1.981 2.664 -2.563
C 1.629 3.429 -0.487
C 0.819 3.245 0.662
C -1.896 -2.229 0.721
C -1.648 -2.978 -0.514
C 0.968 4.019 1.924
H 1.057 3.323 2.769
H 0.079 4.642 2.102
H 1.854 4.656 1.908
C 2.824 4.304 -0.494
H 3.113 4.602 -1.505
H 3.682 3.791 -0.033
H 2.625 5.201 0.107
C -2.471 -2.929 1.909
C -1.896 -4.450 -0.561
H -2.738 -2.203 2.681
H -1.744 -3.640 2.331
H -3.358 -3.510 1.625
H -1.398 -4.898 -1.426
H -2.971 -4.674 -0.617
H -1.518 -4.929 0.350
H -1.450 0.644 1.671
H -0.872 -2.238 -3.362
C -1.313 0.471 -3.270
H -0.581 1.250 -2.995
H -1.845 0.036 -2.414
H -2.071 0.955 -3.903
O -3.538 2.789 0.384
H -4.140 2.033 0.521
H -2.730 2.552 0.895
N 2.377 -2.274 0.399
C 3.218 -2.664 1.387
C 3.346 -1.579 2.245
C 2.543 -0.553 1.704
N 1.972 -0.978 0.554
H 2.059 -2.806 -0.403
H 3.641 -3.656 1.423
H 3.934 -1.521 3.144
H 2.377 0.450 2.074
```

The lowest unoccupied orbital energy (spin up / spin down) comes out at -6.05 / -6.00 eV. The total charge is +1. The value obtained for the HOMO energy (spin up / spin down) is -11.4 / -11.4 eV. As for the multiplicity: 1.

=====

6.
# C3H7O3

2 unconnected molecules or ions with the total composition C3H7O3 (ωB97M-V/def2-TZVPD, the Open Molecules 2025 dataset).

Geometry as XYZ:
```
13
Properties=species:S:1:pos:R:3
C 1.587 -1.033 1.823
C 0.729 0.144 1.249
O 1.123 0.548 0.117
O -0.220 0.511 1.958
H 2.648 -0.837 1.699
H 1.360 -1.978 1.303
H 1.375 -1.215 2.888
C -1.527 0.920 -2.051
O -1.676 -0.075 -1.055
H -0.816 -0.538 -1.019
H -2.391 1.581 -1.971
H -1.593 0.496 -3.072
H -0.598 1.476 -1.868
```

The lowest unoccupied orbital energy comes out at 4.12 eV. The total charge is -1. The value obtained for the HOMO energy is -4.0 eV. As for the multiplicity: 1. The calculation puts the energy above the lowest of the compared OMol25 structures with the same formula, charge and spin at 25.91 kcal/mol.

=====

7.
# CH4IOP

A single CH4IOP molecule (ωB97M-V/def2-TZVPD, the Open Molecules 2025 dataset).

Geometry as XYZ:
```
8
Properties=species:S:1:pos:R:3
C -0.551 -1.084 0.287
O -0.459 0.285 -0.081
P 0.829 1.185 0.285
I 1.702 1.536 -2.031
H -0.263 -1.327 1.396
H 0.065 -1.826 -0.357
H -1.478 -1.295 -0.111
H 0.155 2.527 0.611
```

The lowest unoccupied orbital energy comes out at -0.03 eV. As for the SMILES: COPI. The value obtained for the HOMO energy is -9.0 eV. As for the multiplicity: 1. The calculation puts the energy above the lowest of the compared OMol25 structures with the same formula, charge and spin at 11.25 kcal/mol.

=====

8.
# C52H43GeIrO2S2

A molecular structure, C52H43GeIrO2S2 (ωB97M-V/def2-TZVPD, the Open Molecules 2025 dataset).

Geometry as XYZ:
```
101
Properties=species:S:1:pos:R:3
Ir 0.137 1.989 1.238
C -0.555 3.094 3.579
C 0.252 3.705 2.597
C -0.348 4.281 1.451
C -1.751 4.362 1.384
C -2.531 3.821 2.394
C -1.942 3.163 3.468
H -0.095 2.654 4.454
H 1.317 3.828 2.762
H 0.273 4.831 0.759
H -2.217 4.878 0.555
H -3.607 3.929 2.361
H -2.562 2.744 4.250
C -8.162 0.022 -1.302
C -6.749 -0.025 -0.923
C -6.072 1.187 -0.533
C -4.761 1.168 -0.155
C -4.072 -0.059 -0.170
C -4.714 -1.277 -0.537
C -6.020 -1.258 -0.911
S -2.394 -0.139 0.413
O -2.013 1.307 0.624
C -1.559 -0.742 -1.036
C -1.605 0.058 -2.192
C -0.858 -0.294 -3.278
C -0.014 -1.424 -3.235
C 0.759 -1.794 -4.364
C 1.601 -2.870 -4.316
C 1.716 -3.623 -3.130
C 0.971 -3.303 -2.026
C 0.071 -2.202 -2.049
C -0.742 -1.859 -0.930
C -0.721 -2.803 0.241
C -1.312 -4.088 0.060
C -1.996 -4.438 -1.131
C -2.541 -5.714 -1.321
C -2.431 -6.679 -0.337
C -1.770 -6.368 0.852
C -1.204 -5.084 1.065
C -0.518 -4.805 2.250
C 0.043 -3.553 2.436
C -0.052 -2.572 1.449
S 0.642 -1.010 2.025
O 0.441 -0.045 0.838
C 2.340 -1.371 2.142
C 3.064 -1.945 1.096
C 4.415 -2.151 1.265
C 5.063 -1.802 2.460
C 6.533 -2.029 2.624
C 4.313 -1.228 3.488
C 2.954 -1.006 3.340
H -8.367 0.870 -1.965
H -8.757 0.238 -0.397
H -8.522 -0.906 -1.735
H -6.624 2.119 -0.547
H -4.242 2.069 0.140
H -4.155 -2.204 -0.521
H -6.525 -2.171 -1.201
H -2.220 0.950 -2.209
H -0.897 0.301 -4.181
H 0.666 -1.209 -5.271
H 2.180 -3.149 -5.186
H 2.395 -4.465 -3.098
H 1.078 -3.899 -1.128
H -2.097 -3.708 -1.925
H -3.046 -5.940 -2.251
H -2.848 -7.667 -0.484
H -1.677 -7.117 1.630
H -0.426 -5.563 3.019
H 0.571 -3.336 3.358
H 2.573 -2.215 0.167
H 4.993 -2.601 0.467
H 6.872 -2.900 2.066
H 6.804 -2.149 3.671
H 7.085 -1.167 2.242
H 4.799 -0.967 4.420
H 2.377 -0.570 4.147
Ge 2.303 2.214 -0.088
C 1.513 2.375 -1.837
C 0.566 3.355 -2.147
C 0.175 3.550 -3.465
C 0.744 2.785 -4.475
C 1.679 1.803 -4.172
C 2.053 1.581 -2.853
C 3.118 3.690 0.818
C 2.973 5.002 0.353
C 3.563 6.048 1.045
C 4.286 5.790 2.208
C 4.443 4.484 2.671
C 3.862 3.436 1.980
H 3.002 0.873 0.127
H 0.148 3.984 -1.371
H -0.541 4.323 -3.708
H 0.472 2.969 -5.507
H 2.144 1.229 -4.964
H 2.796 0.824 -2.629
H 2.440 5.210 -0.568
H 3.473 7.058 0.669
H 4.743 6.608 2.749
H 5.028 4.286 3.559
H 4.007 2.421 2.337
```

The lowest unoccupied orbital energy (spin up / spin down) comes out at -10.75 / -14.01 eV. Its expectation value of S² is 6.0637. The total charge is +4. The value obtained for the HOMO energy (spin up / spin down) is -17.4 / -17.3 eV. As for the multiplicity: 5. The calculation puts the energy above the lowest of the compared OMol25 structures with the same formula, charge and spin at 0.00 kcal/mol.

=====

In order of appearance, max |F| = 3.43, 8.27, 4.27, 1.08, 3.52, 0.97, 3.49, 2.01 eV Å⁻¹.